# 1
DFT (wB97M-V/def2-TZVPD) results for a molecular structure, C38H51AsCl3N2O3SiY.

Calculated values
**ΔE to the lowest compared entry with this formula, charge and spin**: 3.746 eV
**HOMO level**: -6.363 eV
**LUMO energy**: 0.25 eV
**M**: 882.1 g mol⁻¹
**Gap between HOMO and LUMO**: 6.617 eV
**Energy**: -156688.3682 eV

Cartesian coordinates (Å):
C -1.574 -1.867 -5.410
C -1.259 -2.622 -4.157
H -1.959 -2.543 -6.191
H -0.668 -1.382 -5.809
H -2.335 -1.102 -5.240
C -0.733 -3.854 -4.166
C -0.261 -4.558 -5.387
H -0.686 -4.437 -3.238
H 0.432 -3.935 -5.973
H -1.080 -4.846 -6.060
H 0.265 -5.475 -5.087
Y 0.734 1.316 -1.310
Cl -1.746 1.080 -0.363
Cl 2.983 2.162 -2.107
H 1.137 4.042 3.586
H -0.836 5.563 3.020
C 1.534 4.165 2.566
C -0.301 5.789 2.081
N 0.459 4.615 1.674
H 1.965 3.216 2.227
C 0.167 3.968 0.550
O 0.822 2.940 0.191
H -1.014 6.028 1.279
H -0.677 4.369 -0.049
H 2.309 4.947 2.615
H 0.401 6.627 2.250
H 1.461 -1.366 -3.273
H 2.907 -4.152 -1.932
C 2.544 -1.327 -3.046
C 3.581 -3.273 -1.824
N 2.831 -2.016 -1.767
H 2.865 -0.268 -3.000
C 2.398 -1.513 -0.607
O 1.710 -0.448 -0.536
H 4.167 -3.398 -0.904
H 2.657 -2.068 0.311
H 3.092 -1.832 -3.853
H 4.245 -3.254 -2.703
O -0.625 -0.820 -2.789
C -1.480 -1.859 -2.851
C -0.277 -3.299 -1.184
C -1.467 -2.671 -1.534
H 0.610 -3.163 -1.828
C -0.232 -4.140 -0.069
H -2.436 -1.338 -2.955
C -2.613 -2.804 -0.748
H 0.710 -4.628 0.195
C -1.407 -4.380 0.656
C -2.587 -3.695 0.330
H -3.502 -2.223 -1.028
H -1.418 -5.101 1.461
H -3.512 -3.837 0.911
Si -0.913 3.044 -4.095
Cl 0.502 1.237 -3.930
C 0.521 4.277 -4.027
C -2.024 3.392 -2.651
C -1.942 2.751 -5.615
H 0.818 4.435 -2.986
H 0.297 5.263 -4.446
H 1.426 3.906 -4.533
H -1.403 2.199 -6.397
H -2.304 3.689 -6.074
H -2.840 2.172 -5.338
H -2.161 2.539 -1.976
H -3.018 3.680 -3.014
H -1.643 4.228 -2.053
C -1.475 3.457 5.312
C -0.413 2.633 5.681
C 0.092 1.695 4.769
C -0.476 1.583 3.502
C -1.518 2.435 3.117
C -2.023 3.367 4.030
As 0.098 0.215 2.195
C 1.823 -0.223 3.024
C 2.965 0.252 2.350
C 4.233 -0.024 2.860
C 4.374 -0.775 4.038
C 3.238 -1.237 4.709
C 1.959 -0.942 4.214
C -1.045 -1.240 2.869
C -0.537 -2.476 3.277
C -1.393 -3.401 3.886
C -2.763 -3.133 3.996
C -3.281 -1.943 3.471
C -2.428 -1.003 2.889
H -1.879 4.178 6.030
H 0.029 2.703 6.677
H 0.931 1.059 5.056
H -1.935 2.345 2.105
H -2.852 4.017 3.740
H 2.857 0.825 1.421
H 5.115 0.346 2.333
H 5.368 -0.993 4.427
H 3.334 -1.829 5.622
H 1.079 -1.276 4.768
H 0.509 -2.717 3.131
H -0.986 -4.345 4.272
H -3.428 -3.866 4.471
H -4.361 -1.748 3.514
H -2.829 -0.088 2.455

Löwdin population analysis, charges in e, atoms 1 to 99: -0.0542, -0.2329, 0.0761, 0.0799, 0.0727, -0.1392, -0.1207, 0.0959, 0.0733, 0.0722, 0.0648, 0.8356, -0.0195, -0.1053, 0.0892, 0.0819, 0.0018, -0.0247, -0.1548, 0.0845, -0.2434, -0.2582, 0.0965, 0.1395, 0.1037, 0.1022, 0.0579, 0.0993, -0.0446, -0.0332, -0.1441, 0.0141, -0.2257, -0.2523, 0.0922, 0.1587, 0.0942, 0.0925, -0.4249, -0.4796, -0.0777, -0.1590, 0.0981, -0.0900, 0.1158, -0.0285, 0.0937, -0.1153, -0.0898, 0.1146, 0.0887, 0.1020, 0.3824, 0.3542, -0.2415, -0.2300, -0.2030, 0.0090, 0.0298, 0.0228, 0.0336, 0.0416, 0.0445, -0.1015, 0.0455, 0.0180, -0.1017, -0.0870, -0.1001, -0.3720, -0.1412, -0.1074, 1.3083, -0.3948, -0.1354, -0.0854, -0.0890, -0.0782, -0.1439, -0.3562, -0.1371, -0.1008, -0.0983, -0.0909, -0.1112, 0.1034, 0.1042, 0.0870, 0.0543, 0.1055, 0.0840, 0.1044, 0.0999, 0.1043, 0.1014, 0.0933, 0.1073, 0.1031, 0.1063

# 2
DFT (wB97M-V/def2-TZVPD) results for a molecular structure, C29H43ClF9InNO7.

Calculated values
**Charge**: -1
**HOMO level**: -4.843 eV
**LUMO energy**: 1.90 eV
**M**: 838.9 g mol⁻¹
**Gap between HOMO and LUMO**: 6.744 eV
**Energy**: -88733.8841 eV

Cartesian coordinates (Å):
C 2.799 -0.944 -0.324
C 2.041 0.541 -0.450
O 1.114 0.418 -1.586
C 0.900 1.702 -2.275
In 0.691 1.533 -4.533
C 1.790 -0.416 -5.107
C 1.527 -1.633 -4.035
N 0.279 -2.150 -3.754
C -1.466 1.434 -5.265
C -2.388 0.306 -4.514
C -3.799 1.052 -4.017
C -3.361 1.886 -2.635
C -2.904 3.459 -2.815
C -2.427 4.242 -1.435
C -2.449 3.391 -0.007
C -2.952 1.838 0.150
C -3.425 1.059 -1.220
C 1.704 3.182 -5.708
C 2.047 4.541 -4.857
C 1.058 4.836 -3.584
Cl 3.873 4.586 -4.414
H 3.255 -1.029 0.763
H 2.078 -1.833 -0.581
H 3.730 -0.945 -1.062
H 2.905 1.318 -0.595
H 1.513 0.735 0.577
H 1.802 2.461 -2.089
H -0.055 2.263 -1.833
H 2.947 -0.137 -5.022
H 1.512 -0.739 -6.200
H 2.430 -2.093 -3.411
H -0.366 -1.613 -4.392
H -1.413 1.121 -6.412
H -1.914 2.515 -5.248
H -2.731 -0.559 -5.246
H -1.886 -0.148 -3.548
H -4.655 0.254 -3.787
H -4.225 1.780 -4.846
H -2.910 3.971 -3.885
H -2.066 5.363 -1.528
H -2.071 3.986 0.940
H -2.995 1.219 1.152
H -3.809 -0.070 -1.229
H 2.729 2.740 -6.129
H 1.009 3.457 -6.607
H 1.895 5.451 -5.614
H 0.902 6.019 -3.552
H 1.659 4.578 -2.596
H 0.002 4.336 -3.644
C 2.833 -5.391 3.586
C 2.611 -4.688 4.912
O 3.070 -3.329 4.845
C 2.201 -2.426 4.287
O 1.091 -2.723 3.853
C 2.793 -1.018 4.324
F 4.102 -0.985 3.943
F 2.746 -0.476 5.575
F 2.140 -0.143 3.506
H 3.882 -5.316 3.282
H 2.560 -6.447 3.657
H 2.238 -4.931 2.791
H 3.199 -5.183 5.692
H 1.561 -4.733 5.223
C -0.467 0.376 5.186
C -0.689 1.079 6.512
O -0.230 2.438 6.445
C -1.099 3.341 5.887
O -2.209 3.044 5.453
C -0.507 4.749 5.924
F 0.802 4.782 5.543
F -0.554 5.290 7.175
F -1.160 5.624 5.106
H 0.582 0.451 4.882
H -0.740 -0.681 5.257
H -1.062 0.835 4.391
H -0.101 0.583 7.292
H -1.739 1.034 6.823
C -1.604 -2.659 -0.304
C -1.694 -4.070 -0.853
O -1.099 -5.004 0.061
C -1.891 -5.421 1.100
O -3.043 -5.036 1.278
C -1.153 -6.445 1.961
F 0.134 -6.083 2.226
F -1.089 -7.667 1.359
F -1.746 -6.649 3.172
H -0.567 -2.406 -0.060
H -1.983 -1.935 -1.031
H -2.181 -2.557 0.620
H -1.128 -4.136 -1.788
H -2.728 -4.350 -1.082

Löwdin charges, unit e, in atom order: -0.1071, -0.2571, -0.3144, -0.2818, 0.7173, -0.2749, -0.2927, -0.0064, -0.3094, -0.2938, -0.2091, -0.1423, -0.0367, -0.0707, -0.0918, -0.0710, -0.0363, -0.3276, -0.7467, -0.1683, 0.4292, 0.0558, 0.0723, 0.0785, 0.1177, 0.1099, 0.0429, 0.0539, 0.0364, 0.0370, 0.0963, -0.0013, 0.0423, 0.0108, 0.1045, 0.0864, 0.1024, 0.1081, 0.0912, 0.0798, 0.0692, 0.0769, 0.0935, 0.0381, 0.0406, 0.0928, 0.0822, 0.0717, 0.0639, -0.0674, -0.2087, 0.0090, -0.3192, 0.1434, -0.4746, 0.1427, 0.1373, 0.1262, 0.0849, 0.0830, 0.0683, 0.1242, 0.1258, -0.0523, -0.2042, 0.0108, -0.3230, 0.1439, -0.4713, 0.1417, 0.1382, 0.1396, 0.0537, 0.0881, 0.0852, 0.1249, 0.1245, -0.0521, -0.2049, 0.0106, -0.3280, 0.1362, -0.4662, 0.1302, 0.1398, 0.1346, 0.0785, 0.0689, 0.0742, 0.1175, 0.1236

# 3
DFT (wB97M-V/def2-TZVPD) results for a molecular structure, C33H46ClF3OP4W.

Calculated values
**Multiplicity**: 3
**Charge**: +2
**HOMO level (spin up / spin down)**: -12.626 / -12.587 eV
**LUMO energy (spin up / spin down)**: -6.82 / -8.02 eV
**M**: 858.9 g mol⁻¹
**Gap between HOMO and LUMO (spin up / spin down)**: 5.805 / 4.563 eV
**Energy**: -96655.9268 eV

Cartesian coordinates (Å):
P -1.508 -0.942 -5.571
C -3.233 -0.994 -6.240
C -3.661 -0.213 -7.329
H -3.017 0.565 -7.742
C -4.906 -0.445 -7.919
H -5.211 0.152 -8.783
C -5.753 -1.425 -7.396
H -6.731 -1.593 -7.849
C -5.363 -2.169 -6.275
H -6.028 -2.929 -5.858
C -4.121 -1.940 -5.684
H -3.822 -2.515 -4.807
C -0.867 0.536 -6.477
C -1.151 1.812 -5.947
H -1.627 1.901 -4.969
C -0.868 2.960 -6.686
H -1.122 3.940 -6.277
C -0.266 2.852 -7.945
H -0.029 3.751 -8.516
C 0.057 1.597 -8.464
H 0.537 1.503 -9.442
C -0.227 0.445 -7.726
H 0.032 -0.530 -8.142
C -0.761 -2.295 -6.593
C -1.408 -2.849 -7.714
H -2.443 -2.589 -7.942
C -0.731 -3.725 -8.565
H -1.248 -4.131 -9.440
C 0.592 -4.081 -8.286
H 1.116 -4.768 -8.952
C 1.227 -3.586 -7.141
H 2.257 -3.874 -6.917
C 0.546 -2.728 -6.276
H 1.026 -2.389 -5.359
W -0.156 -0.002 -0.494
C 1.745 0.901 -0.692
C 2.192 1.263 -1.931
H 2.405 1.075 0.162
C 1.346 0.940 -3.144
O 2.072 -0.004 -3.979
H 1.580 -0.245 -4.787
C 0.095 0.359 -2.607
H 1.127 1.857 -3.723
C -0.891 -0.459 -2.524
Cl -2.067 -1.300 0.009
P 1.169 -2.138 0.054
P -1.472 2.080 0.074
C 0.641 -3.051 1.529
H -0.377 -3.427 1.378
H 0.651 -2.387 2.405
H 1.338 -3.885 1.701
C 0.849 -3.254 -1.351
H 1.278 -2.818 -2.264
H -0.234 -3.370 -1.486
H 1.322 -4.227 -1.149
C 2.985 -2.135 0.178
H 3.296 -1.576 1.071
H 3.422 -1.657 -0.712
H 3.331 -3.179 0.267
C -2.252 2.312 1.694
H -1.490 2.564 2.443
H -2.774 1.390 1.988
H -2.969 3.145 1.611
C -0.520 3.612 -0.174
H -0.065 3.608 -1.176
H 0.281 3.669 0.578
H -1.199 4.474 -0.062
C -2.870 2.168 -1.083
H -3.503 1.280 -0.949
H -2.507 2.194 -2.118
H -3.441 3.082 -0.860
P 3.846 2.017 -2.120
C 4.440 2.711 -0.583
C 3.609 3.290 -3.354
H 4.643 1.920 0.153
H 3.719 3.430 -0.167
H 5.379 3.240 -0.808
H 3.076 2.862 -4.214
H 4.592 3.669 -3.660
H 3.011 4.103 -2.916
C 4.888 0.678 -2.675
H 5.176 0.052 -1.819
H 5.779 1.115 -3.140
H 4.309 0.088 -3.397
H -1.699 -0.967 -3.051
F 1.722 -0.143 2.222
C 0.545 0.452 1.810
F -0.405 0.017 2.708
F 0.742 1.792 2.094

Löwdin charges, unit e, in atom order: 1.1107, -0.3840, -0.0849, 0.1023, -0.0638, 0.1149, -0.0657, 0.1132, -0.0724, 0.1128, -0.1113, 0.0995, -0.3916, -0.1298, 0.0919, -0.0823, 0.1084, -0.0695, 0.1131, -0.0592, 0.1177, -0.0766, 0.1056, -0.3753, -0.0743, 0.1053, -0.0564, 0.1180, -0.0657, 0.1130, -0.0782, 0.1088, -0.1187, 0.0772, 0.9914, -0.2278, -0.3552, 0.0444, -0.3628, -0.0291, 0.0893, -0.2253, 0.1469, -0.1225, 0.1096, 0.7416, 0.7245, -0.2303, 0.0473, 0.0486, 0.0714, -0.2377, 0.0454, 0.0437, 0.0711, -0.2250, 0.0522, 0.0379, 0.0713, -0.2205, 0.0566, 0.0621, 0.0718, -0.2288, 0.0418, 0.0493, 0.0704, -0.2400, 0.0489, 0.0399, 0.0686, 0.8844, -0.1620, -0.1539, 0.0752, 0.0793, 0.0826, 0.0687, 0.0785, 0.0809, -0.1524, 0.0729, 0.0762, 0.0582, 0.0198, -0.0039, -0.6050, 0.0143, -0.0075